130
Properties=species:S:1:pos:R:3:forces:R:3 method="wB97M-V/def2-TZVPD" e_tot_ev=-87502.79584 orbital_gap_ha=0.329 mol_weight_da=796.9 de_lowest_kj_mol=176.3 max_force_ev_per_a=2.764
Na 1.23912 -2.92928 -1.02742 -0.09 -0.03 0.34
Na 0.57504 1.32188 -2.84769 -0.24 0.10 0.12
Na -0.77871 1.60986 1.21907 -0.26 0.27 -0.03
P 0.02894 -0.42163 -0.58651 -1.00 1.20 0.18
O -0.84980 -1.63461 -1.01184 1.63 0.00 0.55
O -0.72828 0.86733 -0.98557 0.59 -0.15 0.39
O 1.40048 -0.46005 -1.31322 -0.83 -0.62 0.31
O 0.24277 -0.36917 0.94602 -0.14 -0.20 -0.32
C 1.77799 5.50368 -1.01536 0.19 0.59 -0.42
C 0.89287 4.47728 -0.34204 1.33 0.12 -0.47
C -0.53683 4.93104 -0.09169 0.35 -0.16 -1.56
O -1.22271 3.95338 0.64852 0.43 -0.50 1.12
C -2.31529 4.40916 1.44044 0.04 0.06 -0.80
N 0.98939 3.21568 -1.13121 -0.87 0.57 1.50
H 2.78987 5.17631 -1.25416 0.05 -0.75 0.52
H 1.93364 6.32891 -0.32048 -0.27 0.52 -0.43
H 1.45251 5.77488 -2.01966 -0.60 0.53 0.19
H 1.33202 4.45317 0.65528 0.05 -0.92 0.38
H -1.01518 5.01913 -1.06714 -0.29 0.21 -0.24
H -0.51976 5.92833 0.34788 -0.13 -0.06 0.48
H -3.13938 4.52505 0.73649 -0.47 0.34 0.40
H -2.07114 5.33172 1.96712 -0.03 0.17 -0.11
H -2.56765 3.66783 2.19863 0.08 -0.20 -0.16
H 0.37531 2.60905 -0.60679 -0.65 -0.64 -0.57
H 1.86539 2.76247 -0.91368 0.88 0.16 -0.18
C -3.92482 3.25102 -3.74200 -1.33 1.44 0.42
C -3.13303 2.83664 -2.52088 -1.63 0.29 -0.79
C -4.04811 2.46432 -1.28396 1.41 0.89 -0.02
O -4.99120 3.43630 -0.76735 0.43 -0.45 -2.38
C -5.74388 2.90458 0.26548 0.10 -0.55 1.16
N -2.41692 1.67993 -2.99789 0.80 -0.08 1.04
H -3.50773 3.05302 -4.72938 0.54 -0.01 0.37
H -4.10749 4.31949 -3.62749 -0.35 0.15 -0.47
H -4.90231 2.76893 -3.72770 -0.16 -0.08 0.00
H -2.48963 3.65410 -2.19549 0.42 -0.20 -0.15
H -3.28569 2.38892 -0.50864 0.04 -0.72 0.44
H -4.45665 1.47915 -1.50902 -0.58 0.02 0.23
H -6.74767 3.32284 0.34003 0.19 0.39 -0.18
H -5.17898 3.07477 1.18202 -0.26 0.12 0.58
H -5.86890 1.82234 0.23050 0.00 -0.19 -0.42
H -1.93980 1.30279 -2.19153 0.36 -0.70 0.19
H -3.11714 0.99805 -3.25253 0.00 -0.34 -0.31
C 2.53036 -3.16813 -5.38889 -0.20 -0.42 0.34
C 2.37990 -2.74830 -3.92858 -0.51 0.08 -0.04
C 3.67449 -2.90264 -3.13576 0.20 -1.09 -0.16
O 3.38544 -3.35198 -1.81381 -2.69 0.58 -0.23
C 4.38025 -3.63622 -0.90961 1.70 0.00 -0.23
N 1.79962 -1.42198 -3.79856 0.62 0.59 -0.40
H 3.43714 -2.77036 -5.84457 -0.15 0.07 -0.15
H 1.63308 -2.91328 -5.95283 0.16 0.47 -0.03
H 2.52941 -4.25767 -5.42088 0.47 -0.14 -0.08
H 1.64156 -3.43424 -3.51332 0.15 -0.71 0.24
H 4.25037 -1.97822 -3.17924 0.10 0.13 0.30
H 4.25756 -3.71753 -3.56482 0.30 0.09 -0.42
H 3.98257 -4.00012 0.03777 -0.29 0.42 -0.06
H 5.00342 -2.74784 -0.80696 0.19 0.05 0.60
H 5.02505 -4.43122 -1.28418 0.21 -0.23 -0.16
H 1.83323 -1.11621 -2.83655 0.37 0.04 0.32
H 0.79930 -1.49357 -3.91837 -0.44 -0.18 -0.55
C -0.34335 2.76133 4.49902 0.22 0.10 0.12
C 1.09571 2.90431 3.97878 -0.57 -1.58 0.60
C 2.10261 2.03306 4.77468 0.06 2.12 0.26
O 2.34303 2.53176 6.06934 -0.06 0.68 1.19
C 3.17191 3.69884 6.20805 0.23 -0.65 -0.28
N 1.12311 2.37946 2.61262 -0.24 1.14 -1.01
H -0.61522 1.70837 4.42526 -0.34 -0.05 -0.10
H -1.01084 3.39745 3.91772 -0.04 -0.22 -0.32
H -0.52528 3.07574 5.52670 0.52 -0.09 0.16
H 1.34497 3.96484 4.01378 0.38 -0.08 -0.34
H 3.05569 2.09705 4.24966 0.09 -0.66 -0.44
H 1.69040 1.02945 4.87932 0.28 -0.10 -0.09
H 2.87968 4.29585 7.07192 -0.43 -0.20 -0.10
H 3.21633 4.34217 5.32928 -0.45 0.01 -0.20
H 4.21062 3.42113 6.38708 0.14 -0.36 0.03
H 1.13535 1.37748 2.48614 0.24 -0.46 0.68
H 1.93000 2.73403 2.11935 0.09 -0.06 -0.17
C -2.07063 -2.45408 4.86386 0.56 0.82 -0.88
C -1.03734 -2.13525 3.71131 -0.83 -1.21 0.35
O -1.46038 -0.96714 3.02815 -0.65 0.33 0.77
H -2.36721 -1.46566 5.21484 -0.16 -0.09 0.39
H -1.75360 -3.07400 5.70248 0.60 0.19 -0.13
H -2.96520 -2.95634 4.49564 0.02 0.18 -0.40
H -1.04265 -2.96568 3.00530 0.04 -0.19 -0.09
H 0.00534 -2.04021 4.01439 -0.04 0.12 0.54
H -0.97332 -0.91212 2.20270 0.55 -0.05 -0.54
C 5.55441 0.32954 -1.20900 0.65 -0.59 -0.11
C 4.33261 0.84854 -1.92830 -0.23 0.34 0.07
O 3.27023 1.21341 -1.04758 1.44 1.01 -0.49
H 5.98549 -0.46544 -1.81751 0.28 -0.04 -0.12
H 5.36020 -0.14182 -0.24557 -0.38 0.20 0.04
H 6.34035 1.07225 -1.07196 -0.14 0.13 0.09
H 3.95768 0.11544 -2.64252 -0.08 -0.29 0.07
H 4.62046 1.68475 -2.56548 -0.03 0.36 0.13
H 2.62451 0.51992 -1.20159 -1.14 -0.69 0.63
C 3.83152 -2.38590 3.18895 -0.23 0.42 -0.31
C 3.00968 -1.48752 2.25713 1.55 -0.54 -0.51
O 1.85004 -2.17608 1.84797 1.02 -0.67 0.50
H 4.78219 -1.95258 3.49970 -0.33 0.67 0.45
H 4.22557 -3.27324 2.69353 -0.79 -0.37 -0.17
H 3.15184 -2.61016 4.01105 0.53 -0.41 0.28
H 3.63858 -1.23782 1.40258 0.12 -0.10 -0.54
H 2.85085 -0.49490 2.67852 -0.63 -0.04 0.57
H 1.30075 -1.51380 1.42222 -1.01 0.78 -0.24
C -5.38547 -1.36630 0.53692 2.10 0.24 0.70
C -3.80044 -1.45798 0.48992 -1.37 -0.72 -0.65
O -3.40804 -1.81615 -0.82870 -1.56 0.22 0.23
H -5.85021 -2.29796 0.21425 0.06 0.21 -0.24
H -5.71289 -0.48056 -0.00747 -0.15 -0.31 -0.28
H -5.62511 -1.20412 1.58781 -0.26 -0.02 0.09
H -3.45380 -2.22467 1.18285 -0.12 -0.22 0.29
H -3.34420 -0.54042 0.86143 -0.02 0.39 -0.27
H -2.46285 -1.69734 -0.94745 0.71 0.26 0.16
C -1.74808 -3.54479 -5.10670 0.24 -0.26 1.07
C -1.35808 -3.31224 -3.64591 0.34 1.80 0.11
O -1.10157 -1.86872 -3.57940 -0.32 -1.21 -1.10
H -2.70874 -3.05146 -5.25454 0.03 -0.19 -0.24
H -1.77504 -4.60263 -5.36808 -0.21 0.04 -0.04
H -0.99044 -3.04696 -5.71189 -0.08 -0.03 -0.10
H -0.46051 -3.80972 -3.27850 0.43 -0.46 -0.61
H -2.06028 -3.53572 -2.84274 -0.75 -0.18 -0.54
H -1.04682 -1.70437 -2.63516 0.00 0.50 0.98
C -1.75709 -6.10538 0.66358 -0.38 1.61 0.25
C -1.86426 -4.70583 -0.01626 -0.61 -1.24 0.19
O -0.82930 -3.86771 0.42089 1.35 -1.00 0.33
H -0.82184 -6.60709 0.41522 0.00 0.10 0.16
H -2.60044 -6.74428 0.40153 0.02 0.08 -0.20
H -1.84764 -5.86902 1.72378 0.37 -0.54 0.22
H -2.79615 -4.20350 0.24326 -0.33 -0.37 -0.15
H -1.87158 -4.92865 -1.08322 0.20 0.58 -0.40
H -0.97925 -2.95193 0.17502 -0.47 0.55 -0.49

=====

26
Properties=species:S:1:pos:R:3:forces:R:3 method="wB97M-V/def2-TZVPD" e_tot_ev=-17856.92805 orbital_gap_ha=0.346 mol_weight_da=144.2 de_lowest_kj_mol=151.9 max_force_ev_per_a=5.174
C -0.36844 1.71708 1.34916 0.03 2.18 0.26
C -1.02542 1.58981 0.23288 -2.68 -2.23 -3.82
C -1.61431 2.63284 -0.80941 0.29 -2.84 2.27
C -2.39144 -0.75602 1.03291 2.06 -2.20 -1.02
C 2.28923 -0.94595 -1.66652 -0.64 1.71 -1.25
C 1.98793 -1.53172 0.79314 -2.32 -2.64 -1.76
C -1.65457 -0.15722 -0.22573 0.52 3.15 1.81
C 1.36398 -0.83142 -0.43749 -0.23 0.36 0.51
P -0.36510 -1.37352 -0.92722 -0.42 0.61 -0.30
H -0.11610 0.79820 1.77842 0.55 -0.93 1.39
H -0.14776 2.71810 1.82212 0.04 -1.33 -0.60
H -2.65386 2.73186 -0.50582 -0.56 -0.66 -1.11
H -1.32156 3.59133 -0.63855 1.63 2.85 0.90
H -1.29116 2.44000 -1.82383 -0.77 -0.61 -0.25
H -2.82888 -1.71870 0.60081 0.22 1.08 0.87
H -3.18374 -0.18262 1.53880 0.68 0.03 -0.28
H -1.52834 -1.13569 1.70484 -1.76 0.77 -0.37
H 3.21264 -0.47700 -1.37438 0.43 0.82 -0.10
H 2.69383 -1.81132 -2.18800 -0.89 -1.13 0.80
H 1.77717 -0.38947 -2.51345 0.99 -0.18 0.94
H 1.21731 -1.93796 1.48651 0.55 0.80 -0.03
H 2.71545 -0.93338 1.22268 1.32 1.04 1.14
H 2.43338 -2.46329 0.39377 0.20 0.38 0.37
H -2.45019 0.02804 -0.97180 0.76 0.04 -0.04
H 1.27877 0.25481 -0.16975 0.15 -0.79 -0.58
H -0.27606 -0.68936 -2.18035 -0.18 -0.29 0.24

=====

37
Properties=species:S:1:pos:R:3:forces:R:3 method="wB97M-V/def2-TZVPD" e_tot_ev=-31606.10783 smiles="CCCCCCCc1c(C#N)c(N)[nH]c(=S)c1C#N" orbital_gap_ha=0.292 mol_weight_da=274.4 de_lowest_kj_mol=48.1 max_force_ev_per_a=0.848
C 5.21821 0.53396 0.07057 0.13 -0.15 -0.17
C 5.33183 -0.42091 -1.11151 -0.18 0.15 -0.07
C 3.98657 -0.84581 -1.70370 0.22 -0.25 0.08
C 3.10096 -1.65078 -0.74282 -0.14 0.32 -0.17
C 2.05186 -0.79412 -0.03580 0.06 -0.41 0.11
C 1.22085 -1.61744 0.94486 0.01 0.29 -0.12
H 1.88742 -2.14098 1.63258 -0.03 -0.06 0.02
H 0.64390 -2.37054 0.40392 0.04 -0.07 0.04
C 0.26490 -0.74910 1.78043 0.09 -0.21 0.07
C -0.71519 -0.02865 0.91132 -0.24 0.15 -0.12
C -1.81836 -0.67989 0.38942 0.37 0.76 -0.03
C -2.05858 -2.03510 0.70473 -0.13 -0.28 0.04
N -2.23308 -3.13461 0.97809 0.01 -0.41 0.14
C -2.74242 -0.01471 -0.46827 -0.51 -0.10 -0.32
S -4.09157 -0.66480 -1.15502 -0.03 -0.05 0.00
N -2.45998 1.31691 -0.74032 0.21 0.18 0.08
C -1.40476 1.99654 -0.26005 0.35 0.07 0.19
N -1.24742 3.28590 -0.61096 -0.14 -0.17 -0.03
H -1.91581 3.75382 -1.19675 0.06 0.02 0.03
H -0.47054 3.80715 -0.24208 0.01 0.03 0.00
C -0.50300 1.33268 0.58226 -0.63 -0.40 -0.27
C 0.59730 2.05367 1.07676 0.21 0.20 0.09
N 1.47731 2.68994 1.45243 0.29 0.26 0.10
H -3.12929 1.77208 -1.35237 0.06 -0.14 0.09
H -0.27437 -1.39968 2.47272 -0.03 0.12 0.01
H 0.84831 -0.02686 2.35561 -0.07 -0.06 0.04
H 2.53740 0.02185 0.50040 0.01 0.11 -0.02
H 1.39559 -0.35057 -0.79016 0.02 0.09 -0.02
H 3.72865 -2.14493 0.00121 0.03 -0.11 0.06
H 2.58032 -2.43474 -1.29764 0.01 -0.08 0.05
H 3.44507 0.04236 -2.03727 -0.04 0.05 -0.09
H 4.19270 -1.45148 -2.58906 -0.05 0.06 -0.06
H 5.88200 -1.31275 -0.80203 0.06 -0.04 -0.06
H 5.91239 0.06352 -1.90083 0.07 -0.06 0.01
H 6.20565 0.88338 0.36470 0.05 0.06 0.10
H 4.76831 0.04222 0.92876 -0.08 0.01 0.16
H 4.61387 1.40010 -0.19057 -0.08 0.12 0.04

=====

90
Properties=species:S:1:pos:R:3:forces:R:3 method="wB97M-V/def2-TZVPD" e_tot_ev=-91688.22786 total_charge=+1 s_squared=0.753 orbital_gap_ha="0.326 / 0.241" mol_weight_da=571.2 de_lowest_kj_mol=0.0 max_force_ev_per_a=2.851 multiplicity=2
Cu -7.54233 0.18302 -0.51549 -0.51 -0.25 -2.23
O -7.09977 1.28939 -4.36057 0.05 0.09 0.69
C -7.23066 0.86831 -3.10211 -1.78 -0.19 2.22
O -7.61010 -0.26377 -2.75183 0.55 -1.16 -1.55
O -7.15606 1.73131 -2.15888 1.02 0.70 0.61
H -7.11999 2.25244 -4.20352 0.26 0.10 -0.73
C -9.10618 3.56440 -6.93488 -1.12 0.28 0.23
C -8.44165 4.66256 -7.74777 0.65 -0.47 0.98
O -7.19062 4.13569 -8.21780 -0.24 0.33 -0.46
H -9.11215 2.61395 -7.46582 0.15 0.03 -0.07
H -10.15557 3.83050 -6.75047 0.07 -0.02 -0.07
H -8.69447 3.42138 -5.93473 0.41 0.04 -0.17
H -8.18048 5.50494 -7.10014 -0.24 0.06 -0.01
H -9.11778 5.05410 -8.50725 0.25 -0.24 -0.37
H -7.17311 4.16643 -9.17774 0.06 0.01 0.01
C -4.29820 0.34206 -0.87743 -0.94 -0.94 0.60
O -5.47546 -0.47750 -0.54631 -0.93 1.42 -0.32
C -5.45932 -1.77545 -1.14386 0.82 -0.32 0.97
C -6.45133 -2.54401 -0.32111 -0.99 -0.15 -0.81
N -7.77899 -1.89713 -0.54116 -0.28 -0.07 1.50
C -8.83408 -2.55858 0.28558 -0.52 0.81 -0.31
C -9.28770 -3.82395 -0.39434 -0.34 -1.37 0.24
O -9.44674 -3.55396 -1.76319 0.29 0.06 -0.03
C -9.92766 -4.66327 -2.52591 -0.22 0.71 -0.27
H -4.17305 0.33188 -1.95642 0.42 0.05 -0.02
H -3.53124 -0.15147 -0.28466 0.61 0.26 -0.51
H -4.45877 1.34167 -0.49103 -0.18 0.06 -0.09
H -4.44700 -2.14485 -0.95121 -0.09 -0.32 -0.41
H -5.71289 -1.79089 -2.20455 0.10 0.31 -0.01
H -6.18753 -2.51721 0.73271 -0.07 0.01 0.06
H -6.59583 -3.57067 -0.66282 0.60 -0.13 0.10
H -8.08766 -2.15810 -1.48616 0.28 0.71 -0.17
H -9.69406 -1.88831 0.30180 0.13 -0.08 -0.13
H -8.53732 -2.69746 1.32266 0.30 -0.17 -0.06
H -10.24189 -4.19701 0.00274 0.00 0.41 0.29
H -8.60960 -4.67657 -0.22389 0.27 0.24 -0.18
H -9.17439 -4.97180 -3.24913 0.13 -0.22 0.20
H -10.77934 -4.28908 -3.09623 -0.09 -0.20 0.04
H -10.24810 -5.47321 -1.87452 0.07 -0.15 -0.09
C -9.04034 4.83875 -0.21310 -0.44 0.06 0.13
C -9.11415 4.72405 -1.72265 0.05 0.19 0.01
C -7.74053 5.01804 -2.29048 0.71 -0.21 -0.96
O -7.80489 4.85496 -3.70791 -0.19 0.00 -0.15
C -6.57413 5.15876 -4.33979 -0.14 0.05 0.35
N -9.57047 3.38159 -2.11443 0.70 -0.41 -0.23
H -10.01841 4.74460 0.26187 -0.05 -0.11 -0.15
H -8.65962 5.81554 0.08515 0.22 -0.09 0.03
H -8.40274 4.04054 0.17796 0.11 0.14 0.09
H -9.82359 5.43401 -2.15290 0.02 0.12 0.15
H -6.99449 4.29759 -1.91950 -0.16 0.02 0.25
H -7.33675 6.02059 -2.10117 -0.42 0.07 0.34
H -6.22375 6.15344 -4.03987 0.08 -0.08 0.04
H -6.72782 5.17534 -5.41532 0.01 -0.24 -0.02
H -5.83121 4.40494 -4.04802 0.18 0.15 -0.19
H -8.83608 2.75054 -1.79066 0.10 0.19 0.29
H -9.34515 3.28536 -3.10804 -0.70 0.33 -0.13
C -10.98932 1.61334 1.43728 -0.18 0.81 0.08
C -10.76365 0.48018 0.46264 -0.15 -0.26 0.61
C -12.01604 0.16416 -0.31782 -1.83 1.29 0.06
O -11.77490 -0.92427 -1.14013 0.49 -0.39 -0.41
C -12.71324 -1.14039 -2.19506 0.77 -0.07 -0.11
N -9.69652 0.80334 -0.52352 0.08 -0.42 -0.57
H -10.97119 2.55340 0.87640 -0.10 0.03 0.14
H -10.27811 1.71596 2.25739 0.34 -0.28 -0.27
H -11.95759 1.55311 1.93758 -0.08 -0.18 -0.22
H -10.51055 -0.42502 1.01942 0.19 0.11 -0.09
H -12.38721 1.06122 -0.85900 0.85 -0.05 -0.46
H -12.93142 0.04468 0.29087 0.57 -0.68 0.57
H -13.56856 -0.48518 -2.04977 -0.37 -0.42 -0.10
H -12.89952 -2.21261 -2.21331 -0.65 0.11 0.19
H -12.25897 -0.93028 -3.16970 0.07 0.34 0.16
H -9.96347 1.72322 -0.92876 0.59 -0.03 0.57
H -9.95979 0.23271 -1.34017 0.49 -0.37 0.18
C -5.07365 -0.76056 -6.42353 -0.38 -0.48 -0.10
C -4.47995 -1.02056 -5.02765 -0.51 1.10 -0.68
C -3.93052 -2.41242 -4.85061 0.69 0.61 -0.45
O -4.88983 -3.34775 -5.25112 -0.32 -0.05 -0.20
C -4.34983 -4.44715 -5.94829 0.31 -0.54 0.60
N -3.40756 -0.01464 -4.79442 -0.46 -0.12 0.08
H -5.13260 0.31790 -6.57239 0.11 0.00 -0.15
H -6.09807 -1.11754 -6.54913 0.09 -0.22 0.19
H -4.48569 -1.22429 -7.22093 0.16 0.17 0.04
H -5.32096 -0.82475 -4.35285 0.32 -0.03 0.39
H -3.54543 -2.57762 -3.83644 -0.25 -0.11 0.10
H -3.03500 -2.41248 -5.49525 -0.11 -0.46 -0.08
H -3.72843 -5.02411 -5.24941 0.19 -0.05 -0.29
H -3.75694 -4.15033 -6.81689 0.01 0.12 0.03
H -5.14394 -5.11436 -6.27543 -0.23 0.24 0.01
H -3.85534 0.86632 -5.04100 0.12 0.14 0.43
H -2.73879 -0.09444 -5.56133 0.14 -0.31 0.21

=====

19
Properties=species:S:1:pos:R:3:forces:R:3 method="wB97M-V/def2-TZVPD" e_tot_ev=-8459.00583 orbital_gap_ha=0.299 mol_weight_da=100.2 de_lowest_kj_mol=516.0 max_force_ev_per_a=0.700
C -0.85958 -0.98168 0.57796 -0.27 -0.26 0.11
C -0.89140 -0.30968 -1.08015 0.19 -0.27 0.05
C 0.04363 -1.11746 -1.95844 0.01 0.00 0.04
O -0.44420 1.06069 -1.01535 -0.07 0.08 -0.11
C 0.01157 0.66090 0.19988 0.43 0.51 0.20
C -0.61508 1.47938 1.30752 -0.02 0.00 0.04
C 1.50054 0.47287 0.33739 0.06 -0.04 0.01
H -0.87845 -1.95809 0.10827 -0.09 -0.27 0.14
H -1.82652 -0.77027 1.02492 0.06 -0.07 -0.09
H -0.12300 -1.11942 1.40569 -0.05 0.24 -0.36
H 1.12405 -1.03561 -1.78063 -0.15 0.00 -0.03
H -0.13040 -0.76290 -2.97971 -0.03 -0.05 0.10
H -0.22766 -2.17515 -1.89527 -0.02 0.08 -0.13
H -0.37821 1.08524 2.29957 -0.01 0.04 -0.12
H -0.20510 2.49128 1.21558 -0.06 -0.08 0.06
H -1.69852 1.53634 1.17726 0.17 -0.02 -0.01
H 1.97112 1.45160 0.20198 -0.02 -0.08 0.06
H 1.93113 -0.20031 -0.40403 -0.10 0.11 0.13
H 1.74875 0.09846 1.33551 -0.04 0.07 -0.09

=====

9
Properties=species:S:1:pos:R:3:forces:R:3 method="wB97M-V/def2-TZVPD" e_tot_ev=-48502.32222 orbital_gap_ha="0.204 / 0.276" mol_weight_da=174.3 de_lowest_kj_mol=183.5 max_force_ev_per_a=3.088
C 0.13884 0.87696 0.23385 -1.69 0.15 -2.37
O 2.82769 -1.32588 0.09775 1.72 -0.20 1.58
O 1.33070 0.76566 -0.49922 1.67 -1.37 0.46
S -0.24653 -0.75806 0.84203 -0.99 -0.94 1.37
S -2.29240 -1.13816 0.57682 -0.07 1.10 -1.11
S -3.08336 -0.15204 -0.96895 0.74 -0.71 1.12
S 1.71922 -0.88313 -0.67242 -1.14 1.05 -2.67
H 0.21669 1.63099 1.01443 -0.31 0.06 -0.21
H -0.61085 0.98365 -0.62428 0.09 0.86 1.82